A molecular structure, C16H27 at a distorted geometry. Source: the Open Molecules 2025 dataset; level of theory: wB97M-V/def2-TZVPD.

Geometry as ORCA input:
```
! wB97M-V def2-TZVPD RIJCOSX def2/J DEFGRID3
* xyz 0 2
H -2.62083 1.68369 -0.21671
C -1.36091 1.37642 -0.57989
H -1.38823 0.21548 -0.51460
C -0.15957 2.06981 -0.17385
C 0.82304 1.62346 0.68532
C 2.08645 2.44050 0.76680
C 0.86301 0.36458 1.55628
C 1.26009 -0.94014 0.82911
H 0.62763 -1.04555 -0.06412
H 2.29578 -0.85811 0.46192
C 1.07824 -2.14377 1.70095
C 1.74327 -3.28524 1.58950
C 1.42360 -4.42595 2.51624
C 2.86128 -3.45215 0.57383
C 4.23868 -2.98977 1.06431
H 4.97667 -3.10192 0.26302
H 4.22800 -1.93690 1.37360
H 4.57537 -3.58815 1.91919
H 0.14224 3.05412 -0.55016
H 2.82045 2.05463 1.53816
H 2.60235 2.46695 -0.22922
H 1.80330 3.49659 1.00868
H 1.65646 0.44823 2.35620
H -0.09573 0.19578 2.09773
H 0.27946 -2.01983 2.44744
H 1.95644 -5.32993 2.20940
H 1.72459 -4.16141 3.54157
H 0.34447 -4.64551 2.54350
H 2.91416 -4.51148 0.30071
H 2.59988 -2.88692 -0.33196
H -3.24276 0.39945 -4.78448
C -3.00235 0.93090 -3.85675
C -3.96689 1.64076 -3.15580
C -3.63845 2.40994 -2.04721
C -2.23246 2.34107 -1.41535
C -4.68454 3.32197 -1.41336
H -1.95318 0.92058 -3.47397
H -5.02760 1.72062 -3.56627
H -2.09217 3.34592 -0.96483
H -1.50800 2.07462 -2.20162
H -5.71160 2.89008 -1.57996
H -4.57480 3.50761 -0.31131
H -4.66481 4.32893 -1.91204
*
```

Properties
expectation value of S² = 0.783
HOMO level (alpha / beta) = -6.877 / -6.926 eV
relative energy (zero: lowest compared OMol25 entry of this formula, charge and spin) = 362.4 kJ/mol


5 unconnected molecules or ions with the total composition C16H27BClO14 at a distorted geometry. Source: the Open Molecules 2025 dataset; level of theory: wB97M-V/def2-TZVPD.

Geometry as ORCA input:
```
! wB97M-V def2-TZVPD RIJCOSX def2/J DEFGRID3
* xyz -1 1
C -3.33519 -1.67303 -4.19934
C -1.84404 -2.01639 -4.56901
C -0.89435 -1.09340 -3.72399
O -0.60941 -1.79801 -2.53626
C -0.28320 -0.92154 -1.43536
B -1.10667 -1.49026 -0.11691
O -0.53748 -2.83939 0.17103
Cl -0.94379 -0.35367 1.36576
H -3.84308 -1.27560 -5.09046
H -3.83133 -2.58404 -3.83747
H -3.39421 -0.92956 -3.39247
H -1.62242 -1.94739 -5.64691
H -1.66872 -3.06036 -4.25630
H 0.05895 -1.01141 -4.29547
H -1.36190 -0.10944 -3.55815
H 0.80449 -1.01440 -1.20006
H -0.55383 0.13511 -1.63758
H -2.24820 -1.64039 -0.48825
H -1.23340 -3.47980 0.17861
C 2.13657 -2.75621 2.16482
C 1.70101 -2.05477 3.41975
O 1.93643 -3.04363 4.43263
C 2.88368 -3.88892 3.96441
O 3.42586 -4.72118 4.62372
O 3.13730 -3.66564 2.65609
H 2.55428 -2.07591 1.42632
H 1.32946 -3.32692 1.70068
H 2.30705 -1.17380 3.63995
H 0.65246 -1.76564 3.39130
C -8.48065 -0.18149 -4.36277
C -7.61559 -0.69559 -5.48197
O -6.36374 -0.91114 -4.83706
C -6.60498 -1.08928 -3.51132
O -5.80715 -1.45188 -2.71626
O -7.90086 -0.79356 -3.21437
H -9.52504 -0.47061 -4.47011
H -8.42185 0.90453 -4.25274
H -7.97411 -1.64632 -5.88550
H -7.51301 0.01888 -6.29731
C 1.80547 3.32231 5.21521
C 1.32684 1.91261 5.43632
O 1.89687 1.21320 4.33200
C 2.97515 1.91354 3.91661
O 3.76794 1.51882 3.12584
O 3.03707 3.12635 4.52072
H 1.96685 3.86423 6.14547
H 1.12951 3.89937 4.57990
H 1.70850 1.47927 6.36428
H 0.24171 1.83043 5.42728
C 6.21388 3.14774 1.79514
C 5.56692 3.82350 0.61870
O 6.02397 5.17290 0.74606
C 7.17728 5.15063 1.45826
O 7.89689 6.08579 1.59824
O 7.40092 3.92581 1.98929
H 6.46064 2.10675 1.59889
H 5.60248 3.20192 2.69617
H 5.91124 3.42275 -0.33802
H 4.48050 3.77409 0.65197
*
```

Properties
HOMO level = -4.642 eV


For reference, calculated total energy by record: -625.5582; -2164.4179 Ha.